Record 1
50
Properties=species:S:1:pos:R:3:forces:R:3 method="wB97M-V/def2-TZVPD" homo_ev=-5.3 charge=-1 lumo_ev=1.8
Cl -2.141 -2.233 4.398 -0.6 2.5 3.6
O -2.451 -3.548 4.126 -1.6 -4.1 -2.2
O -2.380 -1.329 3.334 -0.6 0.6 -1.6
O -2.884 -1.844 5.578 -1.0 0.6 -0.1
O -0.798 -2.191 4.769 3.9 0.5 0.2
O -7.027 3.536 1.661 -0.8 1.4 -2.4
S -7.572 4.227 0.489 0.5 -0.3 0.8
O -8.897 4.790 0.521 0.4 -0.6 -0.2
O -6.581 5.447 0.129 -0.6 -0.7 -0.1
C -6.897 6.233 -1.062 2.3 0.6 -0.5
C -5.556 6.257 -1.902 -0.6 -0.8 0.0
C -7.325 3.167 -0.983 -0.3 -0.4 1.1
H -7.192 7.216 -0.694 -0.1 -0.1 -0.2
H -7.652 5.835 -1.739 -0.3 -0.3 0.7
H -4.743 6.945 -1.670 -0.5 0.3 0.4
H -5.743 6.304 -2.975 -0.3 0.5 0.0
H -5.118 5.264 -1.804 0.0 -0.1 0.2
H -6.260 2.935 -0.959 -0.1 0.1 -0.4
H -7.731 3.519 -1.931 0.3 0.6 0.3
H -7.861 2.238 -0.787 0.0 0.0 0.3
O 1.094 -3.388 -5.047 -0.1 -0.6 2.6
S 1.317 -3.403 -3.592 1.3 1.3 0.2
O 2.571 -3.952 -3.055 -2.6 1.0 -0.9
O 1.284 -1.767 -3.147 0.6 -4.5 2.6
C 0.416 -0.980 -3.839 1.6 2.9 -3.7
C 0.475 0.460 -3.351 -0.7 -0.4 0.6
C -0.124 -4.051 -2.586 0.6 0.4 -0.5
H -0.573 -1.268 -4.198 -0.2 -0.7 1.0
H 1.002 -0.921 -4.756 -0.8 0.3 -1.0
H -0.211 0.541 -2.508 0.0 0.6 0.0
H 0.188 1.082 -4.199 -0.4 0.1 0.2
H 1.463 0.805 -3.046 0.1 -0.4 0.0
H 0.049 -4.095 -1.511 1.0 -0.1 -0.2
H -0.295 -5.050 -2.985 -0.3 0.2 0.0
H -0.967 -3.361 -2.619 0.0 -0.1 -0.9
O 7.158 0.222 3.361 0.2 -2.0 -1.6
S 7.864 -0.686 2.452 0.7 0.5 1.6
O 9.194 -0.238 2.101 -1.0 -1.3 -0.1
O 7.996 -2.250 3.170 -0.3 2.5 -0.7
C 6.879 -2.693 3.947 -1.8 -1.7 -0.7
C 6.668 -4.208 3.701 0.5 0.0 1.6
C 6.885 -1.144 0.980 -0.4 0.0 1.6
H 5.899 -2.304 3.669 0.3 0.9 -0.6
H 6.874 -2.511 5.022 1.0 0.3 0.0
H 5.793 -4.534 4.263 -0.5 0.3 -0.3
H 7.416 -4.755 4.276 0.6 -0.2 -0.6
H 6.582 -4.568 2.676 0.2 0.4 0.0
H 5.998 -1.532 1.480 -0.2 -0.1 -0.3
H 7.337 -1.961 0.418 0.3 0.4 0.1
H 6.576 -0.258 0.425 0.5 -0.1 0.0

Record 2
73
Properties=species:S:1:pos:R:3:forces:R:3 method="wB97M-V/def2-TZVPD" homo_ev="-4.9 / -4.8" charge=-1 s2=6.006 lumo_ev="1.3 / 1.3" spin_multiplicity=5
Fe 0.417 -0.079 0.378 1.5 0.2 -1.7
C 2.954 3.776 2.531 -3.3 -2.2 -1.1
F 3.107 2.888 3.573 0.0 1.2 -1.0
F 1.763 4.478 2.787 1.4 0.2 0.6
F 3.979 4.548 2.435 0.6 1.0 0.5
S 2.558 2.913 0.868 6.3 -3.4 -0.3
O 3.853 2.212 0.605 -2.7 1.7 1.4
O 1.491 1.980 1.211 -1.1 1.0 0.3
O 2.386 3.968 -0.098 -2.0 0.9 0.3
C 4.225 -1.417 2.680 -1.4 -1.0 -4.1
F 3.291 -2.035 3.418 0.0 -1.1 0.1
F 4.402 -0.297 3.203 0.5 4.0 1.7
F 5.391 -2.031 2.654 0.5 -1.4 0.5
S 3.722 -1.229 0.741 1.0 5.1 -2.4
O 4.740 -0.303 0.118 -2.2 -3.0 2.8
O 3.734 -2.549 0.205 0.1 -2.5 0.3
O 2.346 -0.647 0.625 2.0 -0.6 1.3
C 1.686 2.056 -3.875 -0.7 -2.8 2.3
F 2.770 2.121 -4.610 -0.2 1.3 -0.8
F 1.309 3.207 -3.275 0.3 -0.5 -1.4
F 0.671 1.505 -4.592 0.5 1.3 -0.3
S 2.152 0.796 -2.551 4.3 -0.6 4.3
O 3.415 1.278 -2.011 -0.1 0.8 -2.4
O 1.292 0.837 -1.377 -3.0 0.7 -0.8
O 2.268 -0.539 -3.091 -0.9 0.4 -1.7
C -1.250 0.345 3.047 2.6 -2.0 -2.5
O -0.827 0.146 1.908 -1.5 0.8 0.4
N -0.612 -0.048 4.110 2.8 -1.0 2.3
N -2.383 0.805 3.456 -4.8 2.3 -0.1
H 0.370 -0.270 4.036 0.0 0.0 0.4
H -1.104 0.197 4.958 1.6 -0.6 0.4
H -3.215 0.756 2.886 0.2 0.2 0.2
H -2.430 0.813 4.465 -1.3 0.4 -0.7
C -1.431 2.724 -0.061 0.2 0.0 1.5
O -0.991 1.660 -0.377 -0.5 -3.4 -1.0
N -0.675 3.761 0.064 1.5 2.4 -0.7
N -2.675 3.020 0.338 -3.2 0.2 0.2
H -1.095 4.568 0.502 1.2 0.1 -0.2
H 0.255 3.638 -0.312 0.7 0.9 0.3
H -2.884 4.005 0.259 -0.6 -0.5 0.5
H -3.271 2.410 0.879 0.3 0.2 -0.4
C -2.285 0.639 -4.279 3.4 -2.9 1.7
O -1.930 -0.526 -4.347 -0.6 -1.2 -0.4
N -1.759 1.434 -3.388 1.1 2.1 3.3
N -3.048 1.237 -5.100 -4.2 2.1 -4.2
H -1.091 1.043 -2.740 0.0 0.1 0.1
H -2.006 2.409 -3.298 0.2 -0.3 0.1
H -3.492 0.664 -5.803 0.0 0.5 0.0
H -3.196 2.234 -5.035 -0.2 -0.5 -0.3
C -3.821 -1.405 -0.334 4.4 -1.4 -1.5
O -2.985 -2.243 -0.616 0.6 -0.8 -0.3
N -5.015 -1.743 -0.037 -5.3 -2.6 1.4
N -3.651 -0.124 -0.335 -0.1 3.7 0.7
H -5.186 -2.694 -0.329 -0.7 0.2 0.6
H -5.712 -1.097 0.305 -0.1 -0.6 -0.4
H -4.485 0.276 0.071 0.8 1.4 -0.5
H -2.800 0.374 -0.553 0.2 0.0 0.1
C 0.612 -3.431 2.025 -1.9 1.2 -0.9
O 0.609 -2.262 1.587 -0.5 -2.7 1.7
N -0.445 -4.136 2.574 -1.8 1.9 0.4
N 1.559 -4.328 1.958 4.0 -1.5 -0.9
H -0.334 -5.094 2.874 -0.5 0.6 0.0
H -1.304 -3.609 2.645 0.0 -0.6 0.2
H 2.415 -4.180 1.443 0.1 0.4 0.0
H 1.371 -5.273 2.261 0.3 0.4 -0.3
C 0.199 -2.622 -1.718 -1.2 1.7 0.1
O -0.035 -1.562 -1.176 -1.7 1.9 1.1
N -0.754 -3.505 -2.021 -1.4 -1.8 -0.1
N 1.452 -2.896 -2.064 1.7 -2.3 -0.3
H -1.708 -3.390 -1.710 0.3 0.7 0.3
H -0.560 -4.470 -2.247 0.6 0.5 -0.3
H 1.639 -3.606 -1.370 1.4 -0.5 -0.2
H 2.044 -2.085 -1.953 0.2 0.2 0.1

Record 3
34
Properties=species:S:1:pos:R:3:forces:R:3 method="wB97M-V/def2-TZVPD" homo_ev=-4.4 charge=-1 lumo_ev=3.1
C 4.988 -0.701 -0.055 -0.4 0.7 -0.1
C 3.576 -0.097 0.312 1.5 -1.0 -0.4
C 2.516 -0.971 -0.401 -0.4 -0.3 1.3
C 1.025 -0.536 -0.187 1.0 -0.1 -0.8
Nb 0.526 1.659 -0.532 -1.5 -2.0 1.2
C -1.395 1.638 0.692 -0.8 0.3 -0.5
C -2.655 1.068 -0.072 0.1 -0.4 1.1
C -2.724 -0.488 -0.060 -0.4 0.2 0.0
C -4.059 -0.993 -0.705 0.3 -0.1 0.1
C -2.627 -1.103 1.361 -0.1 -0.6 -0.6
H 5.794 -0.262 0.564 -0.3 -0.4 -0.1
H 4.970 -1.800 0.026 0.2 0.4 0.1
H 5.228 -0.430 -1.103 -0.1 -0.3 0.4
H 3.606 0.949 -0.021 -0.5 -0.3 0.2
H 3.501 -0.132 1.415 -0.4 0.1 -0.5
H 2.800 -1.078 -1.463 -0.4 0.3 0.3
H 2.622 -1.994 0.036 0.2 0.4 -0.3
H 0.624 -0.881 0.791 0.4 0.3 -0.3
H 0.432 -1.099 -0.951 0.1 0.5 0.3
H -0.407 1.364 -2.071 -0.3 0.5 -0.6
H 0.320 3.449 -0.834 0.6 0.3 -0.2
H 1.424 2.140 0.990 0.1 0.7 0.1
H 2.070 1.765 -1.503 0.3 0.2 -0.3
H -1.294 1.172 1.695 -0.1 0.2 -0.5
H -1.642 2.708 0.890 0.4 -0.4 -0.1
H -3.573 1.435 0.443 0.2 -0.2 -0.3
H -2.708 1.423 -1.114 0.1 -0.1 0.4
H -1.880 -0.874 -0.662 -0.3 0.2 0.3
H -4.752 -1.352 0.083 0.2 0.3 -0.4
H -3.866 -1.860 -1.363 -0.1 0.4 0.2
H -4.560 -0.200 -1.289 0.2 -0.4 0.2
H -2.747 -2.202 1.248 0.1 0.4 0.1
H -3.479 -0.776 1.988 0.5 0.1 -0.1
H -1.655 -0.942 1.850 -0.4 0.2 -0.1

Computed total energy (eV) in order:
-81358.0690, -149670.6516, -11266.5279